[1]
The following is a quantum chemistry calculation of a structure of composition C42H50Cl2OP4Pb in a non-equilibrium geometry, from the Open Molecules 2025 dataset.

Each line ends with the Mulliken charge.
Cartesian coordinates (Å):
P 1.641 1.091 -4.525  -0.081
C 3.323 1.057 -3.966  0.431
C 4.276 0.455 -4.835  -0.197
H 3.917 -0.133 -5.683  0.444
C 5.633 0.658 -4.594  -0.583
H 6.376 0.201 -5.253  0.383
C 6.040 1.463 -3.518  -0.421
H 7.102 1.681 -3.383  0.386
C 5.103 1.980 -2.616  -0.683
H 5.434 2.566 -1.757  0.388
C 3.738 1.762 -2.814  -0.305
H 2.984 2.135 -2.115  0.405
C 0.766 -0.456 -4.397  0.526
C 1.366 -1.625 -3.873  -0.605
H 2.270 -1.545 -3.266  0.600
C 0.789 -2.867 -4.125  -0.700
H 1.277 -3.778 -3.769  0.456
C -0.406 -2.953 -4.850  -0.577
H -0.840 -3.931 -5.070  0.483
C -1.063 -1.791 -5.275  -0.716
H -2.013 -1.864 -5.811  0.470
C -0.503 -0.542 -5.031  -0.531
H -1.009 0.373 -5.347  0.452
C 0.733 2.564 -4.141  0.099
C 0.750 3.607 -5.104  -0.540
H 1.420 3.514 -5.959  0.454
C -0.096 4.695 -4.936  -0.580
H -0.099 5.508 -5.666  0.399
C -0.958 4.754 -3.830  -0.489
H -1.654 5.592 -3.729  0.382
C -0.925 3.756 -2.849  -0.851
H -1.580 3.822 -1.977  0.452
C -0.064 2.664 -2.978  0.358
H 0.032 1.910 -2.190  0.445
Pb 0.130 -0.538 2.125  1.159
C -1.859 -1.599 1.267  -0.983
C -2.138 -1.763 -0.013  0.256
H -2.445 -2.014 2.097  0.386
C -1.237 -1.193 -1.124  2.336
O -1.959 -0.064 -1.657  -0.757
H -1.353 0.489 -2.188  0.210
C 0.072 -0.740 -0.713  -1.891
H -1.072 -1.955 -1.904  -0.429
C 0.884 -0.377 0.202  -0.502
Cl -0.365 -2.617 3.750  -0.502
Cl 2.843 -0.388 2.610  -0.484
P 1.853 -2.939 1.592  0.567
C 2.804 -3.580 3.019  -1.172
H 2.088 -3.826 3.814  0.361
H 3.472 -2.781 3.370  0.366
H 3.376 -4.460 2.695  0.439
C 0.723 -4.307 1.143  -1.045
H 0.244 -4.081 0.179  0.092
H -0.045 -4.386 1.927  0.357
H 1.316 -5.229 1.072  0.487
C 3.035 -2.976 0.192  -1.026
H 3.659 -2.073 0.231  0.330
H 2.481 -3.009 -0.760  0.118
H 3.652 -3.879 0.304  0.520
P -3.668 -2.529 -0.649  1.293
C -4.359 -3.666 0.548  -1.244
C -3.182 -3.418 -2.133  -1.180
H -4.455 -3.178 1.527  0.437
H -3.730 -4.563 0.639  0.415
H -5.356 -3.966 0.195  0.425
H -2.873 -2.711 -2.913  0.214
H -4.046 -3.994 -2.490  0.516
H -2.353 -4.101 -1.901  0.415
C -4.828 -1.228 -1.075  -1.275
H -5.111 -0.684 -0.163  0.415
H -5.714 -1.686 -1.534  0.464
H -4.327 -0.546 -1.776  0.372
H 1.909 -0.030 0.058  0.955
C 0.926 3.573 3.146  -1.455
P 0.010 2.047 3.517  0.976
C 0.494 1.673 5.234  0.672
C -0.389 1.746 6.323  -0.163
C 0.004 1.231 7.561  -0.700
C 1.273 0.665 7.726  -0.455
C 2.178 0.651 6.657  -0.809
C 1.799 1.181 5.429  -0.467
C -1.734 2.510 3.598  0.366
C -2.184 3.752 3.118  -0.589
C -3.553 4.004 3.036  -0.683
C -4.477 3.019 3.397  -0.536
C -4.033 1.774 3.851  -0.935
C -2.669 1.514 3.962  -0.337
H 0.758 4.310 3.950  0.457
H 1.995 3.316 3.076  0.419
H 0.578 3.967 2.178  0.494
H -1.376 2.193 6.202  0.438
H -0.691 1.265 8.401  0.404
H 1.566 0.238 8.687  0.406
H 3.175 0.222 6.770  0.432
H 2.500 1.158 4.592  0.202
H -1.463 4.511 2.813  0.337
H -3.893 4.977 2.683  0.433
H -5.545 3.223 3.320  0.432
H -4.749 1.000 4.122  0.453
H -2.328 0.538 4.320  0.643

The LUMO energy (alpha / beta) is -8.06 / -8.07 eV. As for the total charge: +2. For the energy above the lowest of the compared OMol25 structures with the same formula, charge and spin, the calculation gives 0.00 kcal/mol. As for the spin multiplicity: 1. The calculation puts the HOMO energy (alpha / beta) at -10.984 / -10.984 eV. As for the orbital gap (alpha / beta): 0.108 / 0.107 Eh.


[2]
The following is a quantum chemistry calculation of a structure of composition C42H50Cl2OP4Ru in a non-equilibrium geometry, from the Open Molecules 2025 dataset.

Each line ends with the Mulliken charge.
Cartesian coordinates (Å):
P 0.837 -2.603 -1.337  2.431
C 0.627 -3.075 -3.077  0.491
C 1.670 -3.689 -3.771  -0.089
H 2.636 -3.819 -3.305  0.416
C 1.477 -4.123 -5.073  -0.837
H 2.293 -4.590 -5.607  0.452
C 0.246 -3.955 -5.689  -0.569
H 0.098 -4.293 -6.706  0.427
C -0.798 -3.357 -4.998  -0.905
H -1.760 -3.225 -5.472  0.438
C -0.615 -2.922 -3.695  -0.800
H -1.444 -2.466 -3.174  0.490
C 2.620 -2.643 -1.009  0.139
C 3.419 -1.690 -1.642  -0.578
H 2.979 -0.997 -2.344  0.596
C 4.778 -1.639 -1.380  -0.773
H 5.393 -0.902 -1.878  0.481
C 5.350 -2.542 -0.492  -0.701
H 6.413 -2.508 -0.296  0.463
C 4.558 -3.495 0.132  -0.755
H 5.002 -4.208 0.814  0.458
C 3.195 -3.548 -0.121  -0.381
H 2.579 -4.276 0.383  0.431
C 0.040 -3.942 -0.406  0.663
C 0.103 -5.258 -0.860  -0.676
H 0.674 -5.508 -1.744  0.499
C -0.575 -6.255 -0.177  -0.737
H -0.521 -7.276 -0.528  0.438
C -1.332 -5.943 0.945  -0.627
H -1.866 -6.723 1.469  0.424
C -1.415 -4.629 1.382  -0.896
H -2.019 -4.380 2.244  0.486
C -0.731 -3.629 0.707  -0.130
H -0.808 -2.600 1.025  0.414
Ru -0.473 1.812 -0.164  -1.451
C 0.692 1.883 1.449  -0.741
C 1.492 0.829 1.767  -0.206
H 0.698 2.781 2.062  0.734
C 1.453 -0.317 0.808  1.436
O 1.304 -1.599 1.453  -0.790
H 1.240 -2.256 0.749  -0.424
C 0.374 -0.041 -0.233  0.716
H 2.409 -0.414 0.286  -0.263
C 0.102 -1.018 -1.144  -0.018
Cl -1.152 4.123 0.317  -0.392
Cl -1.788 1.356 -2.203  -0.598
P 1.165 2.767 -1.591  1.168
C 0.626 4.318 -2.378  -1.341
H 0.633 5.108 -1.635  0.376
H -0.393 4.193 -2.732  0.288
H 1.280 4.580 -3.208  0.508
C 2.725 3.223 -0.752  -1.206
H 3.190 2.328 -0.345  0.103
H 2.483 3.893 0.069  0.333
H 3.420 3.715 -1.428  0.508
C 1.710 1.737 -2.997  -1.152
H 0.847 1.208 -3.392  0.377
H 2.433 1.005 -2.651  0.037
H 2.158 2.341 -3.783  0.583
P 2.605 0.783 3.113  1.779
C 2.827 2.432 3.821  -1.378
C 4.227 0.165 2.587  -1.251
H 1.882 2.803 4.206  0.462
H 3.191 3.117 3.062  0.396
H 3.542 2.385 4.638  0.443
H 4.128 -0.863 2.250  0.273
H 4.937 0.203 3.410  0.493
H 4.598 0.769 1.764  0.403
C 2.085 -0.303 4.474  -1.370
H 1.075 -0.042 4.776  0.457
H 2.752 -0.201 5.328  0.477
H 2.096 -1.330 4.123  0.335
H -0.582 -0.779 -1.944  0.123
C -4.764 1.003 -0.060  -1.284
P -3.062 1.615 0.303  0.717
C -3.764 3.260 -0.318  0.784
C -4.560 4.026 0.572  -0.329
C -5.120 5.254 0.194  -0.997
C -4.906 5.765 -1.081  -0.486
C -4.141 5.044 -1.987  -0.870
C -3.587 3.814 -1.622  -0.501
C -3.214 1.316 2.084  0.870
C -3.700 0.096 2.591  -0.536
C -3.982 -0.041 3.953  -0.708
C -3.776 1.032 4.824  -0.581
C -3.268 2.236 4.337  -0.960
C -2.983 2.376 2.976  -0.377
H -5.534 1.477 0.585  0.448
H -4.818 -0.094 0.060  0.469
H -5.018 1.193 -1.127  0.417
H -4.765 3.674 1.568  0.504
H -5.725 5.814 0.893  0.434
H -5.335 6.716 -1.374  0.408
H -3.976 5.440 -2.983  0.431
H -3.031 3.368 -2.407  0.444
H -3.902 -0.740 1.938  0.330
H -4.387 -0.970 4.329  0.463
H -4.022 0.934 5.874  0.446
H -3.122 3.074 5.007  0.490
H -2.632 3.335 2.615  0.563

The LUMO energy (alpha / beta) is -4.71 / -7.64 eV. As for the total charge: +2. As for the spin multiplicity: 5. The calculation puts the HOMO energy (alpha / beta) at -11.086 / -12.586 eV. As for the orbital gap (alpha / beta): 0.234 / 0.182 Eh.


[3]
The following is a quantum chemistry calculation of a structure of composition C42H50Cl3F5NO2P2S2ScSeSiTe in a non-equilibrium geometry, from the Open Molecules 2025 dataset.

Each line ends with the Mulliken charge.
Cartesian coordinates (Å):
Sc 0.017 0.107 -0.553  -0.791
Cl 0.377 0.265 2.422  -0.010
C 0.141 1.658 3.499  -0.252
Cl 1.089 3.059 3.006  -0.113
H 0.486 1.361 4.482  0.455
H -0.913 1.920 3.480  -0.119
Cl 1.431 -2.819 1.758  -0.110
C 0.608 -4.201 1.132  1.142
C 1.149 -5.452 1.377  -0.413
C 0.490 -6.577 0.917  -0.668
C -0.715 -6.447 0.250  -0.916
C -1.255 -5.194 0.019  -0.923
C -0.586 -4.038 0.414  0.044
P -1.334 -2.361 0.143  0.935
C -2.513 -2.598 1.542  1.985
C -2.072 -2.268 2.823  -0.349
C -2.839 -2.582 3.934  -0.724
C -4.057 -3.227 3.777  -0.596
C -4.508 -3.544 2.505  -0.803
C -3.740 -3.237 1.392  -0.544
C -2.388 -2.632 -1.320  1.478
C -3.506 -1.810 -1.446  0.044
C -4.339 -1.916 -2.545  -0.639
C -4.042 -2.827 -3.549  -1.067
C -2.913 -3.624 -3.446  -1.008
C -2.082 -3.529 -2.340  -0.919
H 2.072 -5.538 1.935  0.509
H 0.914 -7.557 1.095  0.401
H -1.245 -7.324 -0.096  0.453
H -2.208 -5.112 -0.484  0.372
H -1.122 -1.770 2.950  0.140
H -2.480 -2.338 4.926  0.441
H -4.653 -3.482 4.645  0.405
H -5.462 -4.038 2.377  0.423
H -4.110 -3.491 0.408  0.296
H -3.733 -1.088 -0.672  -0.570
H -5.207 -1.273 -2.607  0.411
H -4.686 -2.906 -4.416  0.382
H -2.661 -4.317 -4.239  0.448
H -1.200 -4.152 -2.276  0.607
F 7.617 3.402 -0.075  -0.306
C 6.525 2.641 -0.056  0.699
C 6.386 1.631 0.883  0.085
F 7.346 1.438 1.788  -0.301
C 5.260 0.832 0.872  0.248
F 5.169 -0.158 1.761  -0.291
C 4.209 1.038 -0.027  0.393
Se 2.734 -0.139 0.078  0.141
C 4.387 2.057 -0.951  -0.241
F 3.447 2.294 -1.876  -0.284
C 5.522 2.843 -0.985  -0.364
F 5.657 3.792 -1.915  -0.304
C 0.827 4.207 -2.508  -1.052
Te 0.832 3.222 -0.597  0.138
C -0.927 4.287 -0.026  -0.808
H 0.133 3.741 -3.201  0.170
H 1.832 4.187 -2.920  0.346
H 0.536 5.237 -2.316  0.501
H -0.689 5.342 0.103  0.582
H -1.320 3.879 0.898  0.081
H -1.679 4.170 -0.802  0.331
C -6.082 4.230 0.367  -1.393
C -4.589 4.513 0.416  0.607
C -4.162 5.115 1.747  -1.157
O -3.759 3.353 0.140  0.085
P -4.029 1.818 0.472  -0.881
S -5.299 1.005 -0.771  -0.452
S -2.148 1.054 0.677  0.413
O -4.546 1.957 1.994  0.242
C -4.669 0.874 2.937  1.352
C -5.135 1.504 4.238  -1.752
C -5.633 -0.201 2.464  -1.104
H -6.630 5.164 0.499  0.513
H -6.365 3.539 1.159  0.179
H -6.351 3.783 -0.587  0.325
H -4.333 5.202 -0.392  0.400
H -4.460 4.459 2.564  0.129
H -4.621 6.095 1.878  0.473
H -3.078 5.231 1.768  0.232
H -3.674 0.436 3.077  -0.351
H -6.102 1.988 4.094  0.348
H -4.420 2.253 4.583  0.368
H -5.239 0.734 5.001  0.443
H -6.574 0.253 2.153  0.351
H -5.814 -0.908 3.272  0.418
H -5.221 -0.742 1.616  0.030
C -0.859 0.223 -5.648  -1.413
Si -0.300 0.641 -3.883  0.377
C 1.393 1.443 -4.184  -0.366
C -1.695 1.753 -3.229  -0.353
N -0.038 -0.517 -2.597  1.673
C 0.411 -1.807 -2.881  -0.207
C 1.148 -2.543 -1.938  0.500
C 1.618 -3.821 -2.192  -0.782
C 1.363 -4.436 -3.406  -0.845
C 0.629 -3.738 -4.356  -0.876
C 0.157 -2.465 -4.099  -0.565
H -1.022 1.158 -6.189  0.401
H -1.791 -0.344 -5.690  0.336
H -0.093 -0.333 -6.191  0.391
H 1.359 2.286 -4.877  0.430
H 2.060 0.690 -4.612  0.364
H 1.853 1.781 -3.257  -0.544
H -1.809 2.657 -3.832  0.512
H -1.568 2.057 -2.185  -0.458
H -2.640 1.207 -3.285  0.246
H 1.421 -2.084 -0.998  0.059
H 2.204 -4.332 -1.437  0.529
H 1.737 -5.430 -3.609  0.394
H 0.406 -4.201 -5.310  0.443
H -0.439 -1.965 -4.846  0.331

The LUMO energy is -0.52 eV. As for the total charge: 0. For the energy above the lowest of the compared OMol25 structures with the same formula, charge and spin, the calculation gives 32.42 kcal/mol. As for the spin multiplicity: 1. The calculation puts the HOMO energy at -7.606 eV. As for the orbital gap: 0.261 Eh.


[4]
The following is a quantum chemistry calculation of a structure of composition C42H50MnN6O5S in a non-equilibrium geometry, from the Open Molecules 2025 dataset.

Each line ends with the Mulliken charge.
Cartesian coordinates (Å):
Mn 0.143 0.041 -0.830  0.643
C -0.088 -3.806 4.755  -1.031
C -1.067 -2.632 4.644  -1.151
C -1.264 -2.189 3.229  0.767
C -2.158 -2.654 2.332  0.590
C -3.261 -3.641 2.555  -1.166
C -4.592 -2.958 2.887  -1.135
C -1.927 -1.896 1.075  0.003
N -0.911 -1.064 1.217  -0.134
C -0.449 -1.187 2.514  -0.200
C 0.654 -0.563 2.994  -0.832
C 1.552 0.276 2.234  -0.343
C 2.793 0.797 2.665  1.207
C 3.386 0.653 4.036  -1.444
C 4.161 -0.652 4.241  -0.783
C 3.375 1.422 1.543  1.416
C 2.430 1.280 0.518  -0.980
C 2.435 1.687 -0.921  0.623
C 1.284 2.580 -1.236  -1.115
N 0.091 1.994 -1.169  0.468
C -0.822 2.857 -1.681  -0.536
C -2.110 2.377 -2.059  -0.458
C -2.582 1.119 -1.849  0.062
N -1.967 0.140 -1.062  -0.306
C -2.804 -0.899 -1.006  0.534
C -2.741 -1.958 -0.072  -0.968
C -3.963 -0.666 -1.881  0.149
C -3.838 0.591 -2.367  0.734
C -4.818 1.343 -3.213  -1.379
C -5.885 2.057 -2.379  -1.178
C -5.051 -1.659 -2.140  -0.906
C -4.567 -2.859 -2.960  -1.242
C -0.176 4.072 -2.014  0.777
C 1.184 3.893 -1.727  1.109
C 2.309 4.863 -1.905  -1.321
C 2.626 5.658 -0.635  -1.175
C -0.811 5.265 -2.662  -1.164
C -0.868 5.146 -4.190  -1.093
N 1.344 0.603 0.928  -0.119
C 4.717 2.083 1.440  -1.154
C 5.796 1.169 0.849  -1.149
H 0.101 -4.079 5.798  0.389
H 0.864 -3.548 4.288  0.142
H -0.480 -4.682 4.235  0.288
H -0.696 -1.796 5.242  0.429
H -2.031 -2.918 5.079  0.416
H -2.991 -4.328 3.364  0.412
H -3.390 -4.255 1.658  0.379
H -4.489 -2.342 3.784  0.292
H -5.391 -3.686 3.058  0.403
H -4.889 -2.299 2.070  0.217
H 0.924 -0.756 4.029  0.140
H 2.593 0.712 4.789  0.408
H 4.056 1.497 4.239  0.505
H 3.524 -1.511 4.018  0.019
H 4.532 -0.753 5.266  0.469
H 5.020 -0.695 3.565  0.108
H 3.387 2.095 -1.261  0.684
H -2.744 3.052 -2.629  0.330
H -3.523 -2.709 -0.106  0.257
H -5.303 0.654 -3.912  0.475
H -4.287 2.076 -3.826  0.440
H -6.461 1.335 -1.796  0.302
H -6.578 2.624 -3.008  0.379
H -5.415 2.745 -1.674  0.286
H -5.880 -1.171 -2.661  0.412
H -5.454 -2.020 -1.186  0.279
H -4.164 -2.525 -3.918  0.321
H -5.375 -3.572 -3.153  0.399
H -3.767 -3.381 -2.432  0.259
H 2.076 5.559 -2.719  0.395
H 3.207 4.321 -2.222  0.370
H 1.754 6.238 -0.322  0.315
H 3.467 6.347 -0.777  0.416
H 2.871 4.979 0.185  0.145
H -0.252 6.170 -2.398  0.389
H -1.823 5.410 -2.271  0.434
H 0.134 4.982 -4.592  0.270
H -1.290 6.044 -4.656  0.395
H -1.472 4.286 -4.484  0.234
H 5.040 2.424 2.429  0.421
H 4.641 2.983 0.820  0.103
H 5.920 0.275 1.465  0.164
H 6.768 1.670 0.778  0.477
H 5.509 0.837 -0.151  0.224
O 1.990 1.398 -3.849  -0.681
S 1.683 0.172 -3.165  1.207
O 2.376 -1.012 -3.604  -0.802
O 2.234 0.344 -1.600  -0.386
O 0.236 -0.068 -2.937  -0.585
N 3.844 -2.860 1.592  -0.022
C 3.474 -3.836 0.719  0.285
O 4.040 -4.917 0.677  -0.766
C 2.316 -3.515 -0.185  0.165
C 1.956 -4.397 -1.191  -0.551
C 0.901 -4.058 -2.019  -1.248
C 0.272 -2.833 -1.839  -0.391
N 0.618 -1.981 -0.879  0.884
C 1.604 -2.339 -0.052  1.405
H 4.721 -3.019 2.059  0.255
H 3.579 -1.895 1.446  0.014
H 2.508 -5.321 -1.307  0.468
H 0.583 -4.710 -2.821  0.396
H -0.524 -2.498 -2.492  0.590
H 1.788 -1.628 0.743  -1.449

The LUMO energy (alpha / beta) is 4.45 / 4.45 eV. As for the total charge: -2. As for the spin multiplicity: 2. The calculation puts the HOMO energy (alpha / beta) at -0.344 / -0.279 eV. As for the orbital gap (alpha / beta): 0.176 / 0.174 Eh.